1.
DFT (the ωB97M-V functional and the def2-TZVPD basis) results for C48H48AsCl3KNOP as an isolated structure at a distorted geometry.

Element x y z (Å)
As (3.010, -0.279, 1.399)
K (0.506, -0.604, -0.402)
Cl (3.294, 5.174, -4.226)
Cl (2.359, -2.678, -0.646)
Cl (1.277, 0.316, -5.473)
P (-3.376, 0.072, -1.394)
O (0.966, 0.013, -2.493)
N (1.580, 1.890, -0.588)
C (3.756, 2.221, 4.835)
C (2.378, 4.066, 0.009)
C (-1.908, 1.833, -2.904)
C (4.723, 3.076, 4.310)
C (-1.955, -2.202, -2.043)
C (1.832, 2.165, -1.906)
C (1.127, -3.010, 0.771)
C (-2.680, -1.135, -2.577)
C (3.641, 1.056, 2.731)
C (5.013, 1.617, 0.795)
C (-2.099, 0.574, 2.160)
C (1.825, 2.805, 0.317)
C (-3.308, 2.781, -1.098)
C (2.606, 3.643, -3.687)
C (-0.974, -1.391, 2.993)
C (5.385, -2.036, 1.758)
C (-2.805, -1.071, -3.969)
C (5.470, 0.916, -1.865)
C (1.478, 1.104, -2.875)
C (-5.921, 0.485, -0.399)
C (2.379, 3.407, -2.305)
C (-1.495, -3.074, -4.238)
C (-0.288, -0.597, 3.908)
C (-3.294, 1.740, -2.236)
C (4.110, -1.710, 2.210)
C (6.135, 2.002, -1.299)
C (-1.368, -3.165, -2.861)
C (5.158, 2.917, 3.000)
C (-0.499, 0.779, 3.947)
C (-5.137, -0.521, -1.248)
C (2.271, 2.693, -4.601)
C (-4.379, 2.113, -3.248)
C (3.212, 1.215, 4.042)
C (4.572, 0.176, -1.102)
C (2.659, 4.354, -1.290)
C (3.563, -2.428, 3.273)
C (1.714, 1.461, -4.216)
C (5.578, -3.739, 3.457)
C (4.362, 0.525, 0.227)
C (5.907, 2.357, 0.026)
C (4.296, -3.430, 3.901)
C (-5.878, -0.812, -2.552)
C (6.116, -3.043, 2.380)
C (-1.402, 1.368, 3.067)
C (-1.891, -0.803, 2.126)
C (4.625, 1.904, 2.209)
C (-2.216, -2.022, -4.794)
C (-5.058, -1.834, -0.456)
H (-2.457, 2.638, -0.428)
H (3.859, -3.979, 4.726)
H (-6.896, 0.053, -0.139)
H (2.431, 2.890, -5.654)
H (6.410, 3.221, 0.447)
H (2.460, 0.553, 4.453)
H (-0.778, -3.958, -2.414)
H (-1.671, 2.892, -3.075)
H (-2.307, -1.932, -5.869)
H (-2.796, 1.022, 1.460)
H (-6.859, -1.247, -2.314)
H (0.366, -3.600, 0.236)
H (-1.808, -2.275, -0.968)
H (5.629, 0.661, -2.906)
H (-0.770, -2.450, 2.932)
H (-6.108, 1.425, -0.925)
H (2.584, 4.773, 0.803)
H (-5.401, 0.721, 0.535)
H (6.818, 2.588, -1.902)
H (2.549, -2.224, 3.599)
H (-6.054, 0.080, -3.153)
H (-3.233, 3.787, -1.531)
H (7.108, -3.285, 2.017)
H (3.424, 2.341, 5.859)
H (3.090, 5.308, -1.568)
H (-4.217, 2.744, -0.496)
H (-5.340, -1.538, -3.168)
H (-5.370, 2.190, -2.795)
H (-1.014, -3.805, -4.878)
H (5.918, 3.579, 2.599)
H (-1.556, 2.441, 3.082)
H (-3.356, -0.257, -4.420)
H (0.053, 1.397, 4.646)
H (-4.443, 1.412, -4.082)
H (1.660, -3.749, 1.380)
H (-2.428, -1.405, 1.401)
H (-6.077, -2.194, -0.267)
H (1.602, 2.546, 1.348)
H (-1.103, 1.412, -2.292)
H (-1.864, 1.313, -3.863)
H (6.147, -4.525, 3.938)
H (5.143, 3.863, 4.925)
H (4.022, -0.648, -1.542)
H (-4.522, -2.614, -1.002)
H (-4.135, 3.098, -3.668)
H (-4.563, -1.700, 0.510)
H (0.430, -1.056, 4.581)
H (5.813, -1.505, 0.918)

Properties
HOMO energy: -3.8 eV
net charge: -1
F_max: 2.1 eV/Å
HOMO-LUMO gap: 6.0 eV
LUMO: 0.08027 Ha

=====

2.
DFT (the ωB97M-V functional and the def2-TZVPD basis) results for a 11-piece molecular cluster, C48H48BF4O28 overall at a distorted geometry.

Element x y z (Å)
F (-0.747, 0.095, -0.792)
F (1.373, -0.537, -0.182)
F (0.319, 1.218, 0.760)
F (-0.476, -0.836, 1.271)
O (-4.368, 4.279, 4.668)
O (-3.444, 5.883, -2.656)
O (-1.571, -4.425, -4.468)
O (2.546, -0.299, 2.625)
O (8.005, -4.417, -0.024)
O (-3.299, -1.399, -0.169)
O (2.696, 0.534, -5.731)
O (3.261, -3.547, 4.767)
O (-7.277, 1.766, 1.849)
O (-3.556, 5.137, 0.228)
O (5.980, -6.387, -0.260)
O (-1.965, -5.863, -0.979)
O (2.597, -3.017, -0.464)
O (-7.690, -0.894, 1.753)
O (0.140, 1.324, 3.628)
O (1.389, 6.576, 2.260)
O (-1.585, 2.105, -5.942)
O (7.924, 1.103, 1.872)
O (3.209, 1.538, 0.697)
O (-3.218, 6.620, -5.259)
O (-3.271, 7.602, 1.458)
O (4.417, -1.246, -0.839)
O (-3.041, 1.241, -0.633)
O (-2.426, 0.200, 2.978)
O (7.387, -1.410, 3.107)
O (-2.691, 1.224, -3.565)
O (1.117, 3.997, 1.135)
O (-1.986, 5.573, 4.877)
C (4.332, -4.806, -0.184)
C (-3.176, 5.002, -3.358)
C (-1.343, 4.604, 0.724)
C (2.264, -3.951, 4.159)
C (-4.275, -0.685, 0.172)
C (3.883, -3.387, -0.434)
C (-3.389, 2.334, 3.752)
C (6.319, -0.492, 2.827)
C (-1.391, -4.767, 1.086)
C (-6.417, 1.120, 1.310)
C (-2.944, 5.232, -4.774)
C (1.995, -3.518, 2.678)
C (4.264, 0.895, 1.554)
C (6.680, -4.089, -0.331)
C (-1.109, -5.501, -0.299)
C (5.653, 1.333, 1.396)
C (-5.488, -1.246, 0.776)
C (4.792, -2.340, -0.559)
C (-2.402, 2.514, -3.846)
C (3.761, -0.142, 2.328)
C (-2.227, 1.450, 3.483)
C (-2.168, 2.875, -5.321)
C (-3.360, 3.648, 4.301)
C (-2.681, -2.454, -4.971)
C (2.057, -0.284, -5.079)
C (-2.168, 6.676, 1.324)
C (-4.162, 0.772, 0.099)
C (1.067, -5.024, 4.630)
C (-0.832, 1.978, 3.779)
C (2.429, -0.617, -3.608)
C (-1.705, -3.199, -4.145)
C (0.200, 6.233, 1.917)
C (0.776, -0.960, -5.682)
C (6.237, -2.677, -0.595)
C (-6.529, -0.357, 1.297)
C (-5.230, 1.637, 0.706)
C (0.377, -5.609, -0.720)
C (6.711, 0.686, 2.066)
C (-0.906, 7.068, 2.017)
C (5.640, -5.200, -0.289)
C (-0.850, -2.607, -2.979)
C (-2.404, 4.238, -5.748)
C (-2.059, 4.249, 4.477)
C (-2.911, 3.646, -2.991)
C (0.106, 4.946, 1.184)
C (-2.477, 5.492, 0.640)
C (-0.806, 3.316, 4.289)
C (4.910, -0.844, 2.957)
B (0.082, -0.023, 0.281)
H (3.151, 0.072, -3.474)
H (-3.693, 7.522, 0.619)
H (-1.096, -3.381, -2.218)
H (0.699, -2.052, -5.922)
H (7.237, -2.326, 3.508)
H (-2.215, 4.361, -6.917)
H (0.426, -0.423, -6.449)
H (-2.274, 0.819, -0.527)
H (0.224, -2.539, -3.116)
H (-1.423, -0.001, 2.723)
H (-3.747, 7.149, -4.654)
H (2.528, 1.034, 0.608)
H (-0.858, -5.174, 1.854)
H (1.995, -4.358, 2.022)
H (-3.404, 3.425, -2.154)
H (-2.235, -2.184, -5.971)
H (7.061, -1.906, -0.354)
H (-2.503, -4.825, 1.175)
H (1.648, -5.533, 5.497)
H (0.283, -5.559, -1.771)
H (1.255, -2.800, 2.361)
H (1.647, -0.285, -2.732)
H (0.821, -5.584, 3.865)
H (-1.428, 3.680, 0.109)
H (8.479, -3.616, -0.221)
H (0.220, 3.700, 4.392)
H (3.418, -5.653, 0.033)
H (-1.008, -3.744, 1.206)
H (-2.904, -1.622, -4.381)
H (-4.586, 1.937, 3.686)
H (0.742, -6.565, -0.375)
H (4.648, -1.742, 3.682)
H (-0.894, 8.029, 2.519)
H (-7.954, -1.819, 1.778)
H (-1.079, 5.696, 4.827)
H (2.823, -3.048, 2.280)
H (-0.929, -1.680, -2.531)
H (2.777, -1.582, -3.724)
H (0.893, -4.614, -0.389)
H (-5.164, 2.599, 0.523)
H (0.694, 3.205, 0.836)
H (-3.749, -2.932, -5.095)
H (-0.151, -0.866, -5.082)
H (0.201, -4.469, 5.154)
H (-2.521, 1.050, -2.723)
H (-5.422, -2.446, 0.803)
H (5.816, 2.234, 0.741)
H (2.671, -2.085, -0.284)

Properties
HOMO energy: -7.1 eV
net charge: -1
F_max: 12.1 eV/Å
HOMO-LUMO gap: 6.4 eV
LUMO: -0.02720 Ha

=====

3.
DFT (the ωB97M-V functional and the def2-TZVPD basis) results for C48H48BiFN4O2Si2 as an isolated structure.

Element x y z (Å)
Bi (-0.045, 0.033, -0.268)
Si (3.675, -0.605, 0.039)
Si (-0.562, -2.807, 1.610)
F (0.587, 2.582, -1.006)
O (-2.911, -1.979, -1.647)
O (-3.184, 1.834, 0.811)
N (2.437, 0.557, -0.287)
N (-4.713, -0.771, -0.887)
N (-0.119, -2.227, 0.018)
N (-2.616, -0.034, -0.411)
C (-6.609, 1.218, -1.558)
C (-4.926, 0.276, 0.087)
C (2.983, 3.772, 5.745)
C (-3.439, 2.878, 4.524)
C (-0.004, -2.931, -1.174)
C (-2.166, -2.054, 2.214)
C (0.624, -2.372, -2.308)
C (-7.510, 2.198, -1.959)
C (-5.454, -0.264, 1.421)
C (-6.512, -1.169, 1.415)
C (-3.460, 0.806, 0.223)
C (0.827, -2.507, 2.836)
C (-2.298, 4.915, 5.017)
C (4.372, -0.493, 1.792)
C (1.712, 3.469, 5.285)
C (4.114, 3.427, 5.015)
C (0.083, 1.441, 2.606)
C (-6.929, 3.506, -0.037)
C (0.183, 2.447, 3.562)
C (3.091, -2.375, -0.101)
C (1.499, 2.802, 4.058)
C (-0.339, -4.927, -2.556)
C (-7.024, -1.675, 2.600)
C (-0.056, 0.500, 1.813)
C (-3.340, -1.022, -1.032)
C (-5.871, 1.369, -0.391)
C (-5.442, -0.360, 3.829)
C (5.101, -0.525, -1.210)
C (-4.932, 0.146, 2.640)
C (4.066, 2.412, -0.053)
C (0.264, -4.342, -3.660)
C (-2.260, 2.325, 4.060)
C (2.773, 1.891, -0.323)
C (-0.471, -4.249, -1.356)
C (-6.038, 2.526, 0.369)
C (-0.888, -4.666, 1.813)
C (-7.675, 3.345, -1.199)
C (4.372, 3.763, -0.045)
C (2.666, 2.442, 3.348)
C (1.862, 2.923, -0.639)
C (2.131, 4.269, -0.622)
C (3.408, 4.719, -0.316)
C (0.744, -3.049, -3.508)
C (-1.049, 3.044, 4.063)
C (3.929, 2.750, 3.812)
C (-3.477, 4.179, 5.017)
C (-1.115, 4.364, 4.550)
C (-6.485, -1.273, 3.816)
H (-6.875, -1.671, 4.744)
H (-2.983, -2.288, 1.525)
H (-2.095, -0.973, 2.320)
H (4.858, 1.722, 0.192)
H (1.159, -1.469, 2.825)
H (4.788, 2.464, 3.214)
H (-8.373, 4.113, -1.511)
H (5.067, -1.321, 1.967)
H (5.383, 4.064, 0.204)
H (0.862, 3.729, 5.902)
H (1.241, -2.551, -4.335)
H (-4.351, 2.289, 4.500)
H (3.912, -2.999, 0.267)
H (-5.443, 2.661, 1.263)
H (4.686, -0.649, -2.215)
H (-4.115, 0.854, 2.652)
H (1.680, -3.162, 2.638)
H (5.791, -1.357, -1.033)
H (2.205, -2.587, 0.497)
H (-0.223, 4.977, 4.526)
H (-5.006, -0.043, 4.769)
H (-0.030, -5.292, 1.557)
H (-7.036, 4.405, 0.558)
H (-6.456, 0.339, -2.171)
H (-7.843, -2.383, 2.573)
H (2.556, 1.916, 2.408)
H (5.676, 0.401, -1.203)
H (-1.764, -5.022, 1.268)
H (-0.975, -4.749, -0.552)
H (-2.420, -2.481, 3.190)
H (3.630, 5.777, -0.279)
H (-0.733, -5.936, -2.625)
H (0.458, -2.730, 3.843)
H (-4.403, 4.609, 5.380)
H (0.362, -4.873, -4.598)
H (2.880, -2.672, -1.130)
H (-1.088, -4.798, 2.881)
H (3.088, 4.281, 6.699)
H (3.548, -0.592, 2.504)
H (-5.293, -1.593, -0.907)
H (4.888, 0.437, 2.027)
H (-2.300, 5.941, 5.370)
H (-8.076, 2.064, -2.874)
H (-6.958, -1.479, 0.476)
H (1.078, -1.391, -2.259)
H (1.317, 4.948, -0.847)
H (-2.248, 1.316, 3.666)
H (5.107, 3.673, 5.373)

Properties
HOMO energy: -0.7 eV
net charge: -2
F_max: 0.2 eV/Å
HOMO-LUMO gap: 4.8 eV
LUMO: 0.15205 Ha

=====

4.
DFT (the ωB97M-V functional and the def2-TZVPD basis) results for C48H48FN3O5S2Sb2Sn as an isolated structure at a distorted geometry.

Element x y z (Å)
Sb (-0.937, -2.250, 1.528)
Sb (-0.486, 1.523, 3.232)
Sn (-0.666, 0.591, 0.372)
S (-3.249, 1.591, 0.669)
S (-5.996, 1.490, 1.082)
F (-1.969, -2.086, -5.888)
O (-0.298, -0.323, -1.643)
O (-4.895, 1.451, -1.348)
O (0.635, 7.015, -3.073)
O (3.584, -0.073, 0.026)
O (1.447, 0.048, 0.543)
N (0.335, 4.684, -1.562)
N (0.026, 2.963, 0.142)
N (3.020, -1.653, -3.650)
C (2.071, -0.686, -1.668)
C (1.704, -6.410, 1.325)
C (-0.757, -1.982, -5.338)
C (-1.262, 4.527, 3.433)
C (-0.843, 5.412, -2.034)
C (0.769, -0.744, -2.202)
C (-1.370, -2.175, 3.696)
C (4.203, 0.706, 4.337)
C (1.530, 4.876, -2.377)
C (-0.813, 4.742, 6.163)
C (4.067, -2.047, -5.826)
C (3.681, 1.984, 4.443)
C (1.620, -2.306, -5.532)
C (2.418, -0.185, -0.279)
C (-5.288, -3.669, -0.267)
C (1.781, -1.769, -4.236)
C (-2.251, -1.037, 4.182)
C (-1.229, 5.847, 5.440)
C (-0.617, 3.528, 5.526)
C (0.485, -6.391, 1.983)
C (0.354, -2.403, -6.067)
C (2.810, -2.745, -6.325)
C (1.546, 1.161, 3.746)
C (4.208, -2.194, -4.315)
C (-4.793, 1.491, -0.051)
C (-4.189, -4.498, -0.420)
C (4.388, -3.650, -3.883)
C (-2.959, -4.135, 0.103)
C (3.130, -1.138, -2.431)
C (-2.832, -2.934, 0.782)
C (1.459, -4.079, 0.802)
C (-3.928, -2.094, 0.921)
C (2.066, -0.118, 3.632)
C (-5.158, -2.468, 0.410)
C (-0.252, -5.220, 2.051)
C (-1.455, 5.739, 4.077)
C (1.771, 6.382, -2.544)
C (-1.528, 0.198, 4.678)
C (3.395, -0.345, 3.933)
C (0.237, -4.065, 1.456)
C (0.200, 3.746, -0.700)
C (-0.464, 6.887, -2.211)
C (-6.199, 1.350, -1.919)
C (0.645, -1.328, -3.520)
C (-0.631, -1.447, -4.083)
C (2.353, 2.220, 4.132)
C (2.191, -5.255, 0.737)
C (-0.842, 3.429, 4.162)
H (0.105, -7.290, 2.446)
H (-6.637, 0.378, -1.678)
H (-2.251, 0.872, 5.137)
H (-0.774, -0.063, 5.421)
H (4.605, -3.715, -2.820)
H (-2.993, -0.758, 3.428)
H (3.144, -5.268, 0.230)
H (-1.487, -1.108, -3.520)
H (-1.290, 7.434, -2.666)
H (-1.443, 4.442, 2.367)
H (2.920, -3.830, -6.255)
H (-0.232, 7.327, -1.231)
H (-0.413, -2.187, 4.216)
H (4.308, 2.803, 4.755)
H (-1.157, 4.995, -2.999)
H (3.486, -4.222, -4.084)
H (1.849, -3.175, 0.350)
H (2.585, 6.557, -3.250)
H (1.948, 3.223, 4.194)
H (-6.011, -1.819, 0.546)
H (-0.285, 2.667, 6.091)
H (5.073, -1.612, -3.979)
H (1.362, 4.425, -3.364)
H (5.214, -4.098, -4.426)
H (4.120, -1.065, -1.997)
H (-1.206, -5.216, 2.562)
H (2.388, 4.397, -1.904)
H (-2.107, -4.794, -0.013)
H (-6.241, -3.962, -0.679)
H (0.204, -2.796, -7.061)
H (4.016, -0.989, -6.088)
H (-6.851, 2.144, -1.545)
H (-1.783, 6.601, 3.516)
H (-4.287, -5.429, -0.955)
H (-3.831, -1.142, 1.431)
H (1.444, -0.939, 3.289)
H (-0.636, 4.821, 7.225)
H (2.034, 6.824, -1.573)
H (2.274, -7.326, 1.274)
H (-2.822, -1.417, 5.038)
H (-1.864, -3.130, 3.872)
H (-1.655, 5.304, -1.315)
H (5.244, 0.531, 4.561)
H (-6.072, 1.451, -2.996)
H (2.653, -2.517, -7.378)
H (-1.378, 6.792, 5.940)
H (3.805, -1.339, 3.845)
H (4.948, -2.467, -6.307)

Properties
HOMO energy (spin up / spin down): -12.7 / -12.7 eV
net charge: +2
F_max: 2.2 eV/Å
HOMO-LUMO gap (spin up / spin down): 5.3 / 5.3 eV
LUMO (spin up / spin down): -0.27297 / -0.27298 Ha

=====

Energy above the lowest of the compared OMol25 structures with the same formula, charge and spin values, unit kcal/mol, following the record order: 24.0 31.0 8.6 22.9.